(1)
{"formula": "C28H40F32O8S4", "method": "ωB97M-V/def2-TZVPD", "gap_ev": [9.20, 3.42], "s2": 0.763, "multiplicity": 2, "homo_energy_ev": [-11.4635, -11.4282], "lumo_ev": [-2.27, -8.00], "total_charge": 1, "elements": ["C", "C", "C", "F", "F", "F", "F", "O", "C", "C", "F", "F", "F", "F", "H", "H", "H", "H", "C", "C", "C", "F", "F", "F", "F", "O", "C", "C", "F", "F", "F", "F", "H", "H", "H", "H", "C", "C", "C", "F", "F", "F", "F", "O", "C", "C", "F", "F", "F", "F", "H", "H", "H", "H", "C", "C", "C", "F", "F", "F", "F", "O", "C", "C", "F", "F", "F", "F", "H", "H", "H", "H", "C", "S", "O", "C", "H", "H", "H", "H", "H", "H", "C", "S", "O", "C", "H", "H", "H", "H", "H", "H", "C", "S", "O", "C", "H", "H", "H", "H", "H", "H", "C", "S", "O", "C", "H", "H", "H", "H", "H", "H"], "coordinates": [[19.553046, -40.020064, 16.526524], [19.884520, -40.829703, 17.855587], [21.018613, -41.784720, 17.570781], [20.650176, -42.654590, 16.637895], [22.145432, -41.179641, 17.183874], [20.163244, -39.979363, 18.903162], [18.842309, -41.477701, 18.378261], [18.352594, -39.244887, 16.922042], [18.349726, -37.894637, 16.411909], [17.073524, -37.165346, 16.881380], [17.070289, -35.878295, 16.660526], [15.957632, -37.663602, 16.306675], [19.469307, -37.312290, 16.808213], [18.498752, -37.989435, 15.082910], [19.404474, -40.770658, 15.750226], [20.460001, -39.473034, 16.269013], [21.443542, -42.265475, 18.451930], [16.887646, -37.381070, 17.933528], [13.970377, -26.972431, 11.397551], [13.287477, -25.590513, 11.598724], [12.522900, -25.548308, 12.923133], [13.259292, -25.773556, 14.068310], [11.822562, -24.441532, 13.047982], [14.166245, -24.569395, 11.371746], [12.472705, -25.432419, 10.542382], [13.145015, -27.997467, 10.818348], [13.593613, -29.380413, 10.973497], [12.645320, -30.315316, 10.173737], [12.443706, -29.973028, 8.908948], [12.981715, -31.622967, 10.252700], [14.783844, -29.521173, 10.385589], [13.679359, -29.553667, 12.275763], [14.223791, -27.396435, 12.369194], [14.917605, -26.840747, 10.874561], [11.827637, -26.384352, 12.847386], [11.729293, -30.450678, 10.748767], [18.557336, -26.606051, 11.094498], [19.880284, -25.702994, 11.018241], [20.021433, -24.748637, 12.254663], [19.036090, -23.965015, 12.578596], [20.220086, -25.390296, 13.416438], [20.862791, -26.512080, 10.738194], [19.751076, -24.957049, 9.975942], [18.551722, -27.304901, 12.355841], [17.609954, -27.023878, 13.389967], [18.190424, -27.295200, 14.847748], [17.196606, -27.198689, 15.816518], [18.650491, -28.525887, 14.896236], [17.202268, -25.743758, 13.290637], [16.576750, -27.869946, 13.094156], [18.422173, -27.312000, 10.275059], [17.679718, -25.965452, 11.007731], [20.917875, -24.180347, 12.006587], [19.049821, -26.682731, 15.120534], [19.693495, -33.527604, 9.077403], [20.649024, -34.518742, 9.850423], [21.900618, -33.717724, 10.078084], [22.882274, -34.418667, 10.700551], [22.447414, -33.452872, 8.910879], [20.092308, -34.996923, 10.975806], [20.885986, -35.578722, 9.081806], [19.317201, -32.512980, 10.027405], [17.929609, -32.282071, 10.281587], [17.886125, -31.154102, 11.338438], [18.105427, -29.916998, 10.963059], [16.680644, -31.036771, 11.821166], [17.279717, -31.883994, 9.148322], [17.464893, -33.373536, 10.702881], [18.814316, -34.110384, 8.802598], [20.094442, -33.210739, 8.114630], [21.753582, -32.792266, 10.634864], [18.585298, -31.460505, 12.116499], [18.180332, -30.421096, 20.030577], [16.381331, -30.556260, 20.484918], [16.293512, -30.397861, 22.002196], [15.808718, -28.944994, 19.715162], [18.158344, -30.310332, 18.946444], [18.720518, -31.338800, 20.263227], [18.576074, -29.462068, 20.364886], [16.538473, -28.171356, 19.954016], [14.831088, -28.681999, 20.119101], [15.785122, -28.991044, 18.626399], [15.750352, -30.711091, 15.280888], [17.215767, -31.720389, 15.753226], [17.102479, -32.107263, 17.246140], [16.886820, -33.211885, 14.775896], [15.658813, -29.815328, 15.895174], [14.838220, -31.245374, 15.546692], [15.676417, -30.465544, 14.221477], [17.286003, -33.004375, 13.783076], [15.826719, -33.443976, 14.673773], [17.480224, -34.088216, 15.036710], [12.946243, -36.450758, 15.705980], [13.975038, -34.983467, 16.231387], [13.002526, -33.783827, 16.182991], [14.282692, -35.460533, 17.966019], [13.463174, -37.393414, 15.526339], [12.560786, -36.212117, 14.714730], [12.252644, -36.602842, 16.532957], [15.127322, -35.023292, 18.498486], [14.317973, -36.548870, 18.014772], [13.394860, -35.089279, 18.477895], [13.290287, -32.478350, 18.995626], [12.800892, -30.817226, 19.611223], [11.527038, -30.568039, 18.867871], [12.370974, -31.412768, 21.310970], [12.387242, -33.084447, 19.068049], [14.122766, -32.926532, 19.538041], [13.563143, -32.434260, 17.941249], [13.240855, -31.765570, 21.864996], [11.637082, -32.217238, 21.262539], [11.965908, -30.679230, 22.008063]], "forces_ev_per_a": [[-0.7, -0.7, 2.5], [-0.4, 2.1, -0.3], [1.4, -0.8, 2.2], [-0.4, -0.5, -0.6], [0.6, 1.6, -1.4], [1.1, 0.2, -0.9], [-0.8, -1.2, -0.9], [0.6, 1.5, -1.3], [0.9, -3.6, -0.2], [-0.6, -1.9, 1.4], [0.7, 1.7, -0.5], [-0.2, -0.5, -1.1], [0.3, 1.3, 0.9], [-0.9, 0.5, -0.8], [-0.7, 0.3, -0.1], [-0.4, 0.6, 0.1], [-1.3, -0.7, 0.5], [0.7, 0.2, 0.4], [0.9, -1.2, 1.4], [1.2, -0.7, -1.7], [-0.5, -1.3, 0.0], [0.1, 0.5, -1.1], [-0.2, 1.2, 0.3], [0.5, -0.5, 1.4], [-1.6, -0.2, 0.2], [-0.4, -1.2, -1.0], [-0.3, 3.7, -2.2], [-2.5, -0.7, 2.4], [0.6, 0.4, 0.1], [2.0, -0.6, -0.5], [0.9, 0.0, 0.4], [0.2, -1.5, 0.7], [0.3, 0.6, 0.3], [-0.2, 0.1, -0.4], [-0.2, -0.2, 0.1], [-0.8, 1.5, -0.3], [-0.3, 1.2, 1.2], [-4.9, -2.2, 1.8], [2.8, -0.8, -0.3], [-2.1, 1.5, -1.3], [1.1, -1.5, 0.6], [2.5, -1.0, 1.0], [-0.4, 2.7, -2.5], [0.0, 0.0, 1.7], [1.2, -0.3, -2.3], [-0.4, 0.7, -0.3], [0.6, 0.2, -1.2], [0.2, -1.8, -0.2], [-0.4, -0.6, 0.5], [-0.2, 0.6, 1.0], [0.8, -0.2, 0.1], [0.1, 0.4, 0.2], [0.2, 0.4, 0.2], [-0.5, 0.8, -0.2], [-1.4, -1.6, 1.1], [-1.1, 1.4, -1.2], [1.6, -0.4, 1.6], [-0.3, -0.6, 1.0], [0.1, 0.8, -2.1], [-0.1, 0.5, 0.4], [0.4, -0.5, -0.7], [-0.4, 1.1, -0.6], [3.7, 3.0, -2.7], [0.9, -0.9, 0.6], [1.8, 1.2, -1.7], [-3.0, -1.3, 1.5], [0.1, -0.4, 0.5], [-2.5, -2.9, 1.5], [-0.1, -0.2, 0.1], [0.4, 0.6, 0.5], [-0.4, 0.0, 0.1], [0.2, 0.1, 0.2], [-1.1, 0.2, -1.1], [0.8, 1.6, 1.3], [-0.2, -0.3, -2.1], [0.6, -0.2, 0.2], [-0.1, -0.4, -0.2], [-0.1, 0.3, 0.4], [0.0, -0.4, 0.8], [0.0, -0.1, 0.3], [0.2, -0.2, 0.1], [-0.1, -0.5, 0.0], [-0.8, -0.7, 0.6], [0.1, -0.4, 1.4], [-0.4, 0.7, -1.7], [0.0, 0.3, -0.9], [0.8, 0.2, -0.1], [0.0, -0.6, -0.1], [0.5, 0.0, 0.0], [-0.2, 0.4, -0.2], [0.1, 0.0, 0.3], [-0.1, 0.3, 0.9], [0.6, 0.3, 0.5], [-0.5, 0.6, -1.1], [1.3, -1.7, 0.6], [-1.1, 0.0, 0.2], [0.7, 0.3, 0.5], [-0.5, 0.5, 0.4], [-0.5, 0.1, -0.5], [0.3, 0.2, -0.8], [0.0, 0.1, 0.1], [-0.2, -0.4, 0.1], [0.2, 0.2, -0.4], [-1.0, -2.4, 0.6], [0.8, 0.5, 0.5], [-0.1, 0.4, 0.8], [0.0, 0.2, 0.1], [0.0, 0.4, 0.3], [-0.1, 0.3, -0.1], [0.5, -0.1, -0.6], [0.1, 0.0, -0.6], [-0.1, 0.6, -0.7]]}

***

(2)
{"formula": "C28H40IInNO8PSb2", "method": "ωB97M-V/def2-TZVPD", "gap_ev": 6.59, "multiplicity": 1, "homo_energy_ev": -3.1720, "lumo_ev": 3.42, "total_charge": -2, "elements": ["In", "C", "Sb", "C", "C", "C", "C", "C", "C", "C", "C", "C", "Sb", "C", "C", "H", "H", "H", "H", "H", "H", "H", "H", "H", "H", "H", "H", "H", "H", "H", "H", "H", "H", "H", "H", "O", "C", "O", "C", "O", "O", "O", "C", "O", "C", "C", "C", "N", "C", "C", "C", "O", "O", "H", "H", "H", "C", "C", "P", "C", "C", "C", "C", "H", "H", "H", "H", "H", "H", "H", "H", "H", "H", "H", "H", "H", "H", "H", "I", "C", "H", "H"], "coordinates": [[-0.557789, 0.706805, -0.954208], [4.077423, -1.612306, 0.089962], [1.994884, -2.076907, 0.380050], [2.238517, -2.379413, 2.508303], [2.174591, -4.223362, -0.055743], [2.383179, -4.460995, -1.524617], [3.675051, -4.338192, -2.048096], [3.936604, -4.441987, -3.405185], [2.883625, -4.678179, -4.278901], [1.603178, -4.840499, -3.772315], [1.318127, -4.756209, -2.404340], [-0.093185, -4.996630, -1.944404], [-1.226750, -3.170095, -1.345632], [-3.102113, -4.005979, -1.999534], [-0.851743, -2.251818, -3.254381], [4.708155, -2.264467, 0.698754], [4.231852, -0.572711, 0.389337], [4.342625, -1.716625, -0.963631], [2.849675, -3.265376, 2.684817], [1.265657, -2.502686, 2.988915], [2.736677, -1.502952, 2.926483], [1.256785, -4.678796, 0.320315], [3.019465, -4.579943, 0.537098], [4.492056, -4.141474, -1.361004], [4.948912, -4.330715, -3.775429], [3.057450, -4.744152, -5.346099], [0.784101, -5.047378, -4.454201], [-0.124825, -5.656032, -1.071474], [-0.660435, -5.470919, -2.747211], [-2.951350, -4.693503, -2.834135], [-3.737060, -3.172770, -2.311489], [-3.597913, -4.521236, -1.174118], [-1.070560, -2.956347, -4.059909], [0.188527, -1.928762, -3.322054], [-1.501759, -1.377612, -3.339994], [-5.608110, 1.056894, -1.545932], [-4.547705, 0.523963, -1.424306], [-3.466962, 0.907641, -2.191548], [-4.172141, -0.608542, -0.391316], [-5.093814, -0.888536, 0.373858], [-2.996117, -1.044233, -0.469656], [5.308205, 4.854821, 1.476167], [4.847506, 3.929621, 2.174244], [5.162272, 3.537891, 3.321277], [3.677288, 3.147080, 1.532894], [3.078944, 2.095996, 2.222117], [2.021512, 1.426501, 1.637367], [1.525825, 1.746246, 0.437752], [2.088249, 2.758038, -0.227944], [3.171693, 3.466519, 0.281565], [1.450703, 3.142453, -1.566455], [2.136365, 3.788679, -2.353182], [0.223673, 2.780971, -1.718899], [3.454085, 1.841290, 3.205718], [1.512296, 0.618832, 2.155054], [3.608097, 4.274663, -0.288065], [-0.589224, 1.770022, 4.466733], [-1.883259, 2.189758, 3.762215], [-1.713782, 2.182581, 1.919673], [-3.449351, 2.548828, 1.366641], [-4.406916, 3.253991, 2.326457], [-0.843725, 3.781518, 1.614617], [-1.506668, 5.085633, 2.051246], [-0.713030, 1.774049, 5.552372], [0.238603, 2.439771, 4.224194], [-0.292552, 0.761679, 4.166677], [-2.202301, 3.175189, 4.110107], [-2.681806, 1.484350, 4.004308], [-3.883784, 1.588863, 1.075386], [-3.344061, 3.123778, 0.440003], [-4.608851, 2.637095, 3.203737], [-5.363146, 3.435763, 1.829302], [-4.020203, 4.213439, 2.673056], [-0.649633, 3.798082, 0.537179], [0.142229, 3.684754, 2.080604], [-2.425831, 5.275535, 1.492176], [-0.829710, 5.923548, 1.867779], [-1.749759, 5.090253, 3.117311], [-4.604391, 1.194368, -4.955082], [-3.673357, 1.909477, -3.135853], [-4.321182, 2.699441, -2.773482], [-2.697809, 2.271664, -3.433997]], "forces_ev_per_a": [[0.5, 0.3, 0.1], [0.0, 0.0, 0.0], [0.2, 0.0, 0.0], [-0.2, 0.1, 0.0], [-0.1, 0.1, -0.2], [-0.1, 0.0, 0.0], [-0.1, 0.0, 0.0], [-0.1, 0.0, 0.0], [0.0, 0.0, 0.1], [0.0, 0.0, 0.0], [-0.1, -0.1, 0.1], [0.2, 0.1, 0.0], [0.1, -0.2, -0.1], [-0.1, 0.1, 0.1], [-0.1, 0.2, 0.0], [0.0, 0.0, 0.0], [0.0, -0.1, 0.0], [0.0, 0.0, 0.1], [0.0, 0.0, 0.0], [0.1, 0.0, 0.0], [0.0, -0.1, 0.0], [0.1, 0.0, 0.0], [0.0, 0.0, 0.0], [0.0, 0.0, 0.0], [0.0, 0.0, 0.0], [0.0, 0.0, 0.0], [0.0, 0.0, 0.0], [0.0, 0.0, -0.1], [0.0, 0.0, 0.0], [0.0, 0.0, 0.0], [0.1, -0.1, 0.0], [0.0, 0.0, -0.1], [0.0, 0.0, 0.0], [0.0, 0.0, 0.0], [0.1, -0.1, 0.0], [-0.2, 0.1, -0.1], [0.3, 0.1, 0.0], [0.0, -0.1, -0.2], [0.3, -0.2, 0.1], [0.1, 0.0, -0.1], [-0.6, 0.2, -0.1], [0.0, -0.2, 0.2], [0.0, 0.1, 0.1], [0.1, 0.1, -0.2], [0.0, -0.1, 0.0], [0.0, 0.0, 0.0], [-0.1, 0.0, -0.1], [-0.1, 0.0, 0.0], [-0.1, -0.1, 0.1], [0.0, 0.0, -0.1], [0.0, 0.2, 0.0], [-0.2, -0.1, 0.0], [0.1, -0.2, 0.0], [0.0, 0.0, 0.0], [0.0, -0.1, 0.0], [0.0, 0.0, 0.0], [0.0, 0.0, -0.1], [0.1, -0.1, 0.0], [0.0, 0.1, -0.1], [0.0, -0.1, 0.0], [0.0, 0.0, 0.0], [0.0, 0.0, 0.0], [0.1, 0.0, 0.0], [0.0, 0.0, 0.0], [0.0, 0.0, 0.0], [0.0, 0.1, 0.0], [0.0, 0.0, 0.0], [0.0, 0.0, 0.0], [0.0, 0.0, 0.0], [0.0, 0.0, 0.0], [0.0, 0.0, 0.0], [0.0, 0.0, 0.0], [0.0, 0.0, 0.0], [0.0, 0.0, 0.0], [0.0, 0.0, 0.0], [0.0, 0.0, 0.0], [0.0, 0.0, 0.0], [0.0, 0.0, 0.0], [0.0, 0.0, 0.0], [0.1, -0.1, 0.3], [-0.1, 0.0, 0.0], [0.0, 0.0, 0.0]]}